C8H24CuN2O3 as an isolated structure, computed with ωB97M-V/def2-TZVPD.

XYZ file:
```
38
Properties=species:S:1:pos:R:3:mulliken_charge:R:1
H 20.88 -53.15 -2.22 0.238
H 20.34 -48.39 0.52 0.272
H 19.46 -53.31 1.21 0.272
H 21.04 -50.12 4.76 0.306
N 20.46 -53.49 1.31 -0.581
H 22.33 -54.35 4.07 0.398
C 20.40 -52.39 3.55 -0.881
H 25.77 -51.19 0.60 0.386
H 23.87 -52.69 -0.28 0.354
O 21.23 -51.34 3.08 -0.051
C 22.16 -54.11 3.02 -1.318
C 20.72 -53.65 2.80 0.432
H 20.53 -54.44 0.96 0.285
H 19.34 -52.13 3.48 0.486
H 21.46 -49.31 3.24 0.196
N 23.14 -50.37 0.98 -0.258
H 25.93 -50.52 -1.03 0.427
H 23.29 -49.43 1.33 0.275
H 22.37 -55.00 2.43 0.410
H 22.88 -53.35 2.71 0.153
H 22.56 -53.27 -2.81 0.354
C 23.59 -51.86 -0.95 -0.956
H 20.59 -52.54 4.62 0.395
C 23.90 -50.53 -0.27 0.284
H 25.68 -49.41 0.25 0.390
C 25.41 -50.41 -0.07 -1.502
C 20.85 -50.10 3.68 -0.847
O 22.20 -51.95 -1.25 -0.206
C 21.92 -53.17 -1.93 -0.790
H 22.13 -54.02 -1.27 0.292
H 19.79 -49.88 3.52 0.346
H 20.23 -48.95 -0.91 0.278
H 20.03 -54.43 3.14 0.418
O 20.36 -49.21 0.01 -0.485
H 23.54 -50.96 1.71 0.188
H 23.54 -49.78 -0.99 0.252
H 24.17 -51.92 -1.87 0.467
Cu 20.98 -51.30 0.86 0.323
```

Properties
- net charge = +1
- HOMO level (hartree) = -0.4263
- frontier orbital gap (Ha) = 0.3296
- LUMO energy (eV) = -2.630
- max |F| (Eh/bohr) = 0.025